This record from OMol25 describes a molecular structure, C23H14N5S2Sn. The level of theory is ωB97M-V/def2-TZVPD.

Atoms and positions in Å:
Sn -0.821 1.318 -0.923
C 3.895 2.140 -0.543
C 2.495 2.184 -0.699
N 1.752 1.111 -0.680
C 2.297 -0.119 -0.510
C 3.687 -0.255 -0.339
C 4.473 0.920 -0.365
C 4.264 -1.532 -0.114
C 3.429 -2.601 -0.033
C 2.031 -2.483 -0.207
C 1.402 -1.274 -0.477
N 0.059 -1.029 -0.631
C -0.880 -2.000 -0.717
C -0.753 -3.355 -1.038
C -1.847 -4.244 -1.050
C -3.119 -3.856 -0.753
C -3.340 -2.479 -0.491
C -4.629 -1.968 -0.229
C -4.822 -0.634 -0.022
C -3.705 0.214 -0.097
N -2.496 -0.242 -0.330
C -2.264 -1.571 -0.504
H 4.473 3.054 -0.546
H 1.975 3.129 -0.841
H 5.544 0.826 -0.221
H 5.334 -1.620 0.022
H 3.829 -3.586 0.179
H 1.464 -3.382 -0.055
H 0.192 -3.763 -1.347
H -1.647 -5.278 -1.306
H -3.953 -4.546 -0.749
H -5.462 -2.663 -0.204
H -5.801 -0.222 0.183
H -3.791 1.285 0.034
S -0.418 1.191 1.618
C 0.261 2.746 1.999
C 1.101 2.746 3.184
N 1.758 2.716 4.129
C 0.136 3.920 1.330
S -0.915 4.400 0.007
C 0.953 5.049 1.724
N 1.626 5.941 2.001
C -2.189 3.146 -0.149
H -2.772 3.534 -0.992
H -2.807 3.131 0.751

Summary:
- HOMO energy: -3.9 eV
- Frontier orbital gap: 0.2296 Eh
- Charge: -1
- F_max: 0.563 eV/Å
- Energy relative to the best compared isomer or geometry (same formula, charge and spin): 21.0 kcal/mol
- LUMO level: 2.34 eV



This record from OMol25 describes a molecular structure, C23H15BrIN6O2PbSe in a non-equilibrium geometry. The level of theory is ωB97M-V/def2-TZVPD.

Atoms and positions in Å:
Pb 0.371 0.925 -1.031
O -0.591 1.799 3.140
C -0.291 1.986 1.990
N 0.633 1.275 1.286
C 1.363 0.442 2.081
O 1.164 0.216 3.241
C 2.565 -0.121 1.337
C 3.574 -0.718 2.083
C 4.705 -1.138 1.393
C 4.785 -0.956 0.022
C 3.700 -0.388 -0.640
N 2.626 0.007 0.025
C -0.856 3.141 1.190
C -1.486 4.161 1.893
C -1.927 5.256 1.162
C -1.746 5.281 -0.211
C -1.142 4.190 -0.827
N -0.706 3.156 -0.121
H 3.467 -0.827 3.152
H 5.519 -1.604 1.937
H 5.663 -1.239 -0.538
H 3.703 -0.234 -1.711
H -1.593 4.087 2.965
H -2.413 6.078 1.675
H -2.064 6.125 -0.805
H -1.005 4.152 -1.899
Se -3.204 0.218 2.559
N -4.578 0.533 1.560
C -4.245 0.747 0.306
C -5.055 1.018 -0.812
C -4.437 1.237 -2.018
C -3.036 1.195 -2.117
N -2.254 0.914 -1.096
C -2.806 0.674 0.096
N -2.115 0.380 1.182
H -6.132 1.049 -0.699
H -5.015 1.453 -2.903
H -2.564 1.398 -3.068
Br -1.122 -5.235 0.444
C 0.420 -4.916 -0.605
C 1.162 -6.008 -1.063
C 2.290 -5.803 -1.836
C 2.690 -4.512 -2.154
C 1.959 -3.415 -1.698
C 0.830 -3.614 -0.932
I -0.349 -1.931 -0.208
H 0.848 -7.012 -0.815
H 2.855 -6.650 -2.192
H 3.566 -4.350 -2.764
H 2.280 -2.419 -1.961

Summary:
- HOMO energy (alpha / beta): -17.3 / -17.3 eV
- Frontier orbital gap (alpha / beta): 0.1582 / 0.2047 Eh
- Charge: +3
- F_max: 2.777 eV/Å
- Energy relative to the best compared isomer or geometry (same formula, charge and spin): 37.3 kcal/mol
- LUMO level (alpha / beta): -13.04 / -11.77 eV



This record from OMol25 describes 2 unconnected molecules or ions with the total composition C23H15F3NO5S2 in a non-equilibrium geometry. The level of theory is ωB97M-V/def2-TZVPD.

Atoms and positions in Å:
C 0.271 -3.405 -4.943
C -0.056 -2.047 -5.019
C -0.485 -1.345 -3.878
C -0.541 -1.982 -2.626
C -1.086 -1.353 -1.348
C -1.130 0.082 -1.179
C -2.364 0.624 -0.648
C -2.998 1.917 -1.156
C -2.878 2.432 -2.457
C -3.645 3.539 -2.862
C -4.585 4.112 -1.998
C -4.722 3.594 -0.703
C -3.946 2.517 -0.293
O -3.039 0.035 0.230
O -1.570 -2.156 -0.520
C -0.242 -3.363 -2.573
C 0.177 -4.056 -3.707
H 0.603 -3.948 -5.831
H 0.000 -1.531 -5.976
H -0.782 -0.294 -3.972
H -0.408 0.728 -1.700
H -2.176 1.975 -3.163
H -3.519 3.948 -3.866
H -5.199 4.952 -2.326
H -5.445 4.024 -0.010
H -4.078 2.112 0.711
H -0.351 -3.885 -1.620
H 0.410 -5.115 -3.623
F 6.942 0.587 5.720
C 6.282 0.472 4.524
F 5.709 1.659 4.228
F 7.198 0.187 3.550
S 5.133 -0.910 4.723
N 3.836 -0.384 3.709
C 2.841 0.470 4.222
O 2.909 1.114 5.259
C 1.720 0.361 3.261
C 1.786 -0.750 2.436
C 0.699 -1.134 1.665
C -0.465 -0.374 1.767
C -0.524 0.801 2.524
C 0.576 1.166 3.306
S 3.309 -1.654 2.622
O 4.110 -1.632 1.428
O 3.146 -2.863 3.391
H 0.755 -2.001 1.017
H -1.346 -0.685 1.230
H -1.427 1.417 2.515
H 0.596 2.042 3.959

Summary:
- HOMO energy: -4.4 eV
- Frontier orbital gap: 0.2396 Eh
- Charge: -1
- F_max: 2.399 eV/Å
- Energy relative to the best compared isomer or geometry (same formula, charge and spin): 0.0 kcal/mol
- LUMO level: 2.13 eV



This record from OMol25 describes a molecular structure, C23H16Cl5N2O8V in a non-equilibrium geometry. The level of theory is ωB97M-V/def2-TZVPD.

Atoms and positions in Å:
V -0.639 0.236 -0.491
Cl -6.080 -2.999 -3.847
C -4.770 -2.006 -3.334
C -4.632 -0.715 -3.871
C -3.581 0.075 -3.460
Cl -3.403 1.662 -4.083
C -2.606 -0.370 -2.520
O -1.606 0.382 -2.224
C -2.782 -1.695 -1.970
C -1.836 -2.237 -1.092
O -0.845 -1.618 -0.562
C -3.865 -2.485 -2.404
H -5.342 -0.354 -4.617
H -1.904 -3.294 -0.850
H -3.995 -3.491 -2.007
Cl 4.555 2.598 2.160
C 3.738 2.517 0.655
C 3.637 3.670 -0.092
C 2.946 3.652 -1.294
C 2.368 2.466 -1.718
C 2.462 1.306 -0.956
Cl 1.562 -0.061 -1.513
C 3.138 1.287 0.268
N 3.230 0.262 1.177
C 2.911 -1.091 1.147
C 3.418 -1.953 0.178
C 3.262 -3.323 0.300
C 2.613 -3.857 1.406
C 2.069 -3.005 2.353
C 2.192 -1.631 2.241
C 1.367 -0.741 3.119
C 0.086 -0.479 2.286
O -1.020 -0.804 2.683
O 0.349 0.066 1.139
H 4.092 4.586 0.292
H 2.833 4.572 -1.871
H 1.778 2.430 -2.636
H 3.312 0.613 2.131
H 3.949 -1.536 -0.687
H 3.664 -3.991 -0.464
H 2.499 -4.946 1.514
H 1.505 -3.419 3.202
H 1.832 0.240 3.343
H 1.092 -1.234 4.059
O 0.864 2.621 1.346
Cl -0.219 3.068 0.532
O -0.006 4.421 0.140
O -1.462 2.936 1.225
O -0.272 2.266 -0.700
C -4.097 1.012 2.044
C -3.106 0.682 1.096
N -2.251 0.415 0.345
H -3.831 1.996 2.472
H -4.081 0.247 2.846
H -5.088 1.050 1.565

Summary:
- HOMO energy (alpha / beta): -3.5 / -5.1 eV
- Spin multiplicity: 4
- Frontier orbital gap (alpha / beta): 0.2128 / 0.2706 Eh
- Charge: -1
- F_max: 6.567 eV/Å
- Energy relative to the best compared isomer or geometry (same formula, charge and spin): 0.0 kcal/mol
- LUMO level (alpha / beta): 2.25 / 2.25 eV



charge of number 4 (C23H16Cl5N2O8V)?
-1



Repeat the fourth record exactly.
This record from OMol25 describes a molecular structure, C23H16Cl5N2O8V in a non-equilibrium geometry. The level of theory is ωB97M-V/def2-TZVPD.

Atoms and positions in Å:
V -0.639 0.236 -0.491
Cl -6.080 -2.999 -3.847
C -4.770 -2.006 -3.334
C -4.632 -0.715 -3.871
C -3.581 0.075 -3.460
Cl -3.403 1.662 -4.083
C -2.606 -0.370 -2.520
O -1.606 0.382 -2.224
C -2.782 -1.695 -1.970
C -1.836 -2.237 -1.092
O -0.845 -1.618 -0.562
C -3.865 -2.485 -2.404
H -5.342 -0.354 -4.617
H -1.904 -3.294 -0.850
H -3.995 -3.491 -2.007
Cl 4.555 2.598 2.160
C 3.738 2.517 0.655
C 3.637 3.670 -0.092
C 2.946 3.652 -1.294
C 2.368 2.466 -1.718
C 2.462 1.306 -0.956
Cl 1.562 -0.061 -1.513
C 3.138 1.287 0.268
N 3.230 0.262 1.177
C 2.911 -1.091 1.147
C 3.418 -1.953 0.178
C 3.262 -3.323 0.300
C 2.613 -3.857 1.406
C 2.069 -3.005 2.353
C 2.192 -1.631 2.241
C 1.367 -0.741 3.119
C 0.086 -0.479 2.286
O -1.020 -0.804 2.683
O 0.349 0.066 1.139
H 4.092 4.586 0.292
H 2.833 4.572 -1.871
H 1.778 2.430 -2.636
H 3.312 0.613 2.131
H 3.949 -1.536 -0.687
H 3.664 -3.991 -0.464
H 2.499 -4.946 1.514
H 1.505 -3.419 3.202
H 1.832 0.240 3.343
H 1.092 -1.234 4.059
O 0.864 2.621 1.346
Cl -0.219 3.068 0.532
O -0.006 4.421 0.140
O -1.462 2.936 1.225
O -0.272 2.266 -0.700
C -4.097 1.012 2.044
C -3.106 0.682 1.096
N -2.251 0.415 0.345
H -3.831 1.996 2.472
H -4.081 0.247 2.846
H -5.088 1.050 1.565

Summary:
- HOMO energy (alpha / beta): -3.5 / -5.1 eV
- Spin multiplicity: 4
- Frontier orbital gap (alpha / beta): 0.2128 / 0.2706 Eh
- Charge: -1
- F_max: 6.567 eV/Å
- Energy relative to the best compared isomer or geometry (same formula, charge and spin): 0.0 kcal/mol
- LUMO level (alpha / beta): 2.25 / 2.25 eV